{
  "formula": "C4HNS3",
  "method": "ωB97M-V/def2-TZVPD",
  "orbital_gap_ev": [6.174, 6.105],
  "total_charge": 0,
  "spin_multiplicity": 1,
  "symbols": ["C", "S", "C", "C", "S", "H", "C", "S", "N"],
  "xyz": [[-1.91533, 0.79664, -1.37944], [1.65230, -1.08880, 0.62065], [-1.15275, 0.32234, -0.29199], [0.92994, 0.28175, 1.57672], [-0.45020, 1.22325, 0.91265], [1.06718, -1.97835, -1.38942], [0.85335, -1.03933, -0.81544], [1.64392, 0.51263, 3.07096], [-2.62841, 0.96988, -2.30468]],
  "forces_ev_per_a": [[-0.9, -0.1, -0.8], [-1.2, 0.6, -0.4], [0.6, -1.2, -0.7], [0.4, -0.3, 1.4], [1.0, 0.2, 0.1], [-0.2, 0.7, 0.3], [-0.1, 0.1, 0.2], [-1.1, 0.1, -1.9], [1.5, -0.2, 1.8]]
}